Molecular formula: C3H5NO3
Method: DFT, the ωB97M-V functional and the def2-TZVPD basis

Structure (XYZ):
```
12
Properties=species:S:1:pos:R:3:forces:R:3:nbo_charge:R:1
C -0.58565 0.36564 -1.44711 -2.349 1.387 -2.485 -0.776
C -1.02829 0.73329 -0.04867 0.230 -2.630 1.317 0.698
O -2.02746 1.29444 0.28872 -0.295 0.862 -0.344 -0.552
N -0.23942 0.05760 0.93231 1.288 -0.448 -2.678 -0.759
C 0.86888 -0.70792 0.29225 -0.370 -2.739 0.313 0.900
O 0.84173 -1.82119 -0.27603 -0.137 4.235 2.248 -0.551
O 1.98673 0.00727 0.40969 0.850 0.329 0.653 -0.668
H -1.35038 0.83668 -2.15417 0.984 -0.328 1.012 0.250
H 0.36172 0.76656 -1.76297 0.553 0.138 0.194 0.245
H -0.62365 -0.69505 -1.73849 0.061 0.339 0.850 0.274
H -0.58276 -0.19358 1.83591 -0.410 -0.146 0.246 0.427
H 1.93346 0.69196 1.13570 -0.405 -1.000 -1.326 0.511
```
Positions in Å, forces in eV/Å.

**Total charge**: 0
**Energy above the lowest of the compared OMol25 structures with the same formula, charge and spin**: 30.74 kcal/mol
**E**: -10824.3547 eV
**SMILES**: CC(=O)NC(=O)O
**HOMO**: -10.54 eV
**Kohn-Sham gap**: 10.921 eV